Entry 1:
C21H61O26P5S2 | ωB97M-V/def2-TZVPD

Geometry (Å):
S  -0.4563  -0.8119  -1.0677
S  -0.5339  4.1406  5.8713
P  8.2603  3.5132  1.8451
P  -6.0971  -6.6961  1.2175
P  7.0204  -7.0447  2.6962
P  -0.4779  -0.5247  -11.6226
P  -8.9182  6.8871  2.2176
O  5.6271  -7.5643  2.9575
O  -0.9454  -2.1483  -1.4770
O  0.9564  -0.1140  -10.9417
O  7.4217  -5.7419  3.5358
O  9.2466  4.4385  2.7688
O  -1.4914  -0.7836  -10.3449
O  -10.2620  7.5080  1.9359
O  8.2435  -8.0628  3.0672
O  -0.2131  -2.0137  -12.1806
O  -0.8606  5.4705  6.4429
O  0.8740  -0.3977  -1.4985
O  -4.5208  -6.4433  0.8854
O  -1.3589  2.9309  6.1419
O  7.1274  2.8346  2.5761
O  -6.4214  -7.7884  2.2051
O  -7.6819  7.9337  2.2161
O  -0.4753  4.3520  4.1787
O  -8.4422  5.8047  1.1016
O  -6.7403  -6.9313  -0.2332
O  -1.5789  0.4314  -1.2505
O  7.4698  -6.6682  1.1721
O  -8.7967  6.1626  3.6465
O  7.7609  4.4373  0.6722
O  -1.0286  0.4250  -12.6301
O  9.1919  2.4344  1.0545
O  -6.7072  -5.2804  1.6633
C  -3.7259  -7.5012  0.3903
C  -2.9533  0.1265  -0.9204
C  -0.2781  -0.7431  0.7923
C  -3.5026  0.3575  0.4832
C  6.9503  3.9283  -0.3224
C  6.9787  -5.5662  4.9132
C  -8.4498  6.1617  -0.2684
C  -0.7547  6.0451  2.4868
C  -2.3056  0.3131  -9.9425
C  -7.8323  -5.1932  2.4816
C  9.7480  1.3539  1.6869
C  1.2171  3.8205  6.2463
C  -7.7847  9.2602  1.7066
C  0.8552  -2.1258  -13.1250
C  -7.4142  -8.1250  -0.5784
C  6.8494  -5.6494  0.4623
C  0.1115  5.4459  3.6080
C  8.1165  -8.9409  4.1889
C  -7.5670  5.5917  4.0910
C  1.7015  -0.8288  -9.9255
C  10.3575  5.1061  2.2198
H  -2.6955  -7.5422  0.7434
H  -6.7921  6.2997  3.7973
H  -3.5399  0.6172  -1.6971
H  -7.8735  9.9265  2.5647
H  -1.8855  0.5387  -8.9623
H  10.3869  4.8882  1.1522
H  0.0970  6.2448  4.3495
H  -6.8981  -9.0227  -0.2380
H  1.9071  4.5864  5.8921
H  1.5741  -1.3075  -13.1669
H  5.8124  -5.9325  0.2824
H  1.3193  3.6971  7.3244
H  1.2184  -1.7414  -9.5766
H  7.0710  2.8530  -0.4541
H  6.7173  -4.7831  1.1106
H  -8.6533  5.2618  -0.8488
H  6.4073  -4.6379  4.9093
H  0.6136  -1.2746  1.1245
H  -3.3937  1.3914  0.8105
H  8.9377  -8.6563  4.8468
H  2.6769  -1.1988  -10.2416
H  -9.1423  6.9666  -0.5146
H  7.4106  -5.3588  -0.4258
H  -8.5445  -4.5530  1.9610
H  8.0776  -10.0040  3.9512
H  7.7201  -5.6266  5.7099
H  1.4230  -3.0407  -12.9562
H  -0.1601  6.7681  1.9284
H  -8.4109  -6.0764  2.7523
H  9.4930  0.4422  1.1466
H  11.2556  4.6825  2.6694
H  0.3913  -2.1960  -14.1088
H  -7.5139  5.4700  5.1729
H  -8.6646  9.4562  1.0939
H  -3.1020  -0.2832  1.2688
H  6.2450  -6.3290  5.1737
H  10.2355  6.1839  2.3276
H  5.9124  4.2595  -0.2871
H  -7.5996  -4.6660  3.4069
H  -2.2429  1.2143  -10.5523
H  7.4236  4.2459  -1.2515
H  -7.4673  4.6028  3.6434
H  -3.3686  0.1118  -9.8096
H  -0.0093  0.3002  0.9580
H  -8.4305  -8.0031  -0.2040
H  7.2261  -8.6995  4.7694
H  -1.5981  6.5565  2.9506
H  1.4056  2.8219  5.8520
H  -6.9076  9.6353  1.1792
H  1.0503  5.0784  3.1937
H  -7.4652  -8.2424  -1.6609
H  -3.7403  -7.3061  -0.6820
H  -1.1264  5.3380  1.7451
H  -4.5673  0.1987  0.6549
H  -1.2101  -1.1110  1.2215
H  -4.0112  -8.5365  0.5771
H  9.3621  1.1977  2.6942
H  -3.1699  -0.9286  -1.0875
H  -7.4296  6.4454  -0.5268
H  10.8062  1.4094  1.9422
H  1.9275  -0.1580  -9.0966

spin multiplicity: 1
gap between HOMO and LUMO: 10.73 eV
E_LUMO: 0.194 eV
SMILES: CCOS(C)(=O)=O.CCOS(C)(=O)=O.COP(=O)(OC)OC.COP(=O)(OC)OC.COP(=O)(OC)OC.COP(=O)(OC)OC.COP(=O)(OC)OC
max |F|: 4.9 eV Å⁻¹
highest occupied orbital energy: -10.5 eV

=====

Entry 2:
C5H8O | ωB97M-V/def2-TZVPD

Geometry (Å):
O  -1.4721  0.0362  0.5871
C  -0.8682  -1.0965  -0.0573
C  -0.8474  1.0995  -0.0419
C  0.5953  0.7485  -0.3564
C  0.5410  -0.7485  -0.3734
C  1.3153  -0.0151  0.7422
H  -0.9756  -1.9471  0.6247
H  0.8964  -0.0581  1.7469
H  -1.4699  -1.2585  -1.0238
H  1.1205  -1.2944  -1.0629
H  -1.3315  1.1961  -1.0235
H  -1.0281  1.9276  0.6064
H  2.4274  -0.0513  0.6728
H  1.0971  1.4617  -1.0409

spin multiplicity: 1
gap between HOMO and LUMO: 10.81 eV
E_LUMO: 1.122 eV
SMILES: C1OC[C@H]2C[C@@H]12
max |F|: 2.2 eV Å⁻¹
highest occupied orbital energy: -9.7 eV

=====

Entry 3:
H18O9 | ωB97M-V/def2-TZVPD

Geometry (Å):
O  0.6290  1.3372  2.5676
O  -0.7447  -1.1377  2.2858
O  3.2944  1.0927  -0.6637
O  1.1374  -2.7522  -2.4083
O  -2.9639  -0.4216  -0.9009
O  -1.5362  -2.9151  -1.4627
O  0.2989  2.3639  -1.3445
O  0.2570  0.0110  -0.1348
O  -1.2593  3.1962  1.3312
H  1.5003  -1.9075  -2.6749
H  -1.4461  -0.5647  2.5955
H  -0.3996  0.0262  0.5616
H  2.9002  0.9843  0.2018
H  -0.5904  -3.0264  -1.3667
H  0.2705  0.4500  2.5439
H  3.2659  2.0359  -0.8239
H  1.5633  1.2140  2.7352
H  -1.1778  -1.9725  2.1077
H  -0.6632  2.5993  1.7835
H  -1.7625  -3.4378  -2.2320
H  -1.0949  4.0494  1.7325
H  0.4245  -0.9192  -0.2863
H  0.4809  1.4245  -1.3194
H  -2.2722  0.2036  -1.1176
H  -2.5206  -1.2695  -0.8724
H  0.5154  2.6738  -0.4652
H  1.8937  -3.3378  -2.3728

spin multiplicity: 1
gap between HOMO and LUMO: 10.23 eV
E_LUMO: -0.002 eV
SMILES: O.O.O.O.O.O.O.O.O
max |F|: 1.0 eV Å⁻¹
highest occupied orbital energy: -10.2 eV

=====

Entry 4:
C23H67O14 | ωB97M-V/def2-TZVPD

Geometry (Å):
O  -4.2186  -3.5090  0.7709
O  -3.4776  1.9094  -4.5133
O  0.1983  -3.7055  -0.5580
O  -2.0468  -0.5592  -5.1461
O  -0.1953  1.0565  0.6247
O  2.3878  -0.1046  -2.8649
O  1.5541  2.6632  2.1683
O  -2.5133  0.5933  2.3431
O  3.2024  -1.3320  1.5187
O  0.0231  -0.1249  -1.2610
O  0.5039  -1.0676  0.7610
O  -1.2203  3.3731  -0.1796
O  -0.1703  -3.2886  2.5611
O  -0.3422  2.4457  -2.6129
C  -2.3075  3.9040  0.5448
C  4.6198  -0.9543  3.4448
C  -4.0197  -2.3190  0.0379
C  3.3251  -0.5697  2.7485
C  0.1049  -0.0668  0.1239
C  -3.9378  2.5590  -3.3125
C  3.3505  -0.1196  -1.8041
C  -1.1392  -0.4848  4.0441
C  0.6949  -4.7153  4.2662
C  1.6022  -5.1765  -1.8042
C  4.6452  0.4412  -2.3331
C  1.6502  4.0399  4.1370
C  -2.6933  -2.4062  -0.6490
C  1.5524  -4.0960  -0.7613
C  -2.3028  -0.6065  3.0758
C  -2.9475  4.9777  -0.2948
C  0.9673  -3.5012  3.4111
C  -0.7027  -0.7038  -4.6312
C  -3.1289  2.1348  -2.1002
C  1.0872  2.5398  -2.4968
C  1.5930  3.9526  -2.7718
C  -0.4691  -2.0130  -3.9246
C  0.8585  3.0078  3.3604
H  1.1906  4.6412  -2.0238
H  2.9865  0.5068  -0.9754
H  3.3161  0.5082  2.5292
H  -5.0906  -3.4612  1.1708
H  -3.2262  -0.8064  3.6292
H  2.6424  3.6796  4.4074
H  -1.6943  0.7541  1.8456
H  -2.5522  -1.5727  -1.3320
H  -3.5220  2.5367  -1.1665
H  -4.0861  -1.4276  0.6742
H  1.7521  4.9677  3.5701
H  -2.4444  0.2306  -4.7457
H  -0.5111  -2.9038  -4.5561
H  2.4677  -0.7710  3.4059
H  -3.0945  1.0480  -2.0532
H  4.4663  1.3932  -2.8404
H  1.1037  -2.6270  4.0689
H  0.5583  -2.0265  -3.5269
H  1.8734  -3.6194  2.8060
H  -2.1700  -1.4584  2.3998
H  -2.6948  2.3845  -4.8208
H  1.2080  -4.8032  -2.7447
H  -0.0190  -0.6292  -5.4808
H  1.5926  -0.5236  -2.5039
H  5.3456  0.6325  -1.5190
H  1.5139  1.8173  -3.1937
H  2.6300  -5.5206  -1.9499
H  -3.9204  3.6485  -3.4367
H  2.1447  -3.2360  -1.1133
H  1.5618  -4.9355  4.8902
H  -2.2934  5.8433  -0.4148
H  -2.5761  -3.3589  -1.1562
H  -3.9135  5.2957  0.0945
H  5.0943  -0.2311  -3.0668
H  -1.9500  4.3167  1.4988
H  -0.1320  3.4323  3.1168
H  -4.8285  -2.2104  -0.7072
H  3.4815  -1.1333  -1.4137
H  -0.7345  2.8339  -1.8075
H  0.2078  -2.8003  -0.2048
H  -0.1661  0.8153  -1.4747
H  1.3994  2.2091  -1.4958
H  -3.0399  3.1273  0.7972
H  1.1038  4.2906  5.0529
H  -0.4985  0.1183  -3.9378
H  2.2878  -1.2455  1.1973
H  -4.9893  2.2793  -3.2179
H  -0.9126  -1.4340  4.5315
H  1.0077  2.0186  1.6818
H  0.0607  -2.5978  1.9190
H  2.0040  -4.4415  0.1782
H  -1.3593  0.2965  4.7751
H  -0.2267  -0.1981  3.5071
H  0.6577  2.1368  4.0031
H  1.2611  4.2860  -3.7554
H  2.6841  4.0140  -2.7198
H  4.6960  -2.0406  3.4958
H  -0.1874  -4.5373  4.8844
H  5.4850  -0.5309  2.9390
H  -2.0939  2.4785  -2.2067
H  -3.1238  4.5854  -1.3048
H  4.6109  -0.5818  4.4752
H  -1.0723  -2.2091  -3.0357
H  -1.8945  -2.3198  0.0928
H  0.4591  -5.5815  3.6442
H  1.0087  -6.0406  -1.4958
H  -0.9330  2.5144  0.1933

spin multiplicity: 1
gap between HOMO and LUMO: 9.71 eV
E_LUMO: 2.628 eV
total charge: -1
max |F|: 1.7 eV Å⁻¹
highest occupied orbital energy: -7.1 eV

=====

Q: Which calculated total energy values were calculated for the entries above? A: -5296.37072; -270.49744; -687.94426; -1969.94289, in Ha.